Molecular formula: C49H41FNO2S2W
Method: DFT, ωB97M-V with the def2-TZVPD basis set

Cartesian coordinates (Å):
W -0.4063 -0.5611 -0.8475
C -6.6416 -0.4589 2.5163
C -5.1424 -0.4248 2.5636
C -4.4704 0.7570 2.8640
C -3.0869 0.7989 2.8979
C -2.3718 -0.3633 2.6459
C -3.0166 -1.5603 2.3463
C -4.3963 -1.5799 2.3114
S -0.6343 -0.2080 2.4329
O -0.3407 -1.0545 1.1698
C 0.1344 -1.2759 3.6274
C -0.5866 -2.0228 4.5761
C 0.0944 -2.8696 5.4029
C 1.4992 -2.9998 5.3196
C 2.2110 -3.8823 6.1712
C 3.5678 -3.9822 6.0887
C 4.2887 -3.2025 5.1551
C 3.6370 -2.3435 4.3200
C 2.2222 -2.2273 4.3730
C 1.5108 -1.3490 3.5142
C 2.2339 -0.4785 2.5312
C 2.6096 0.8412 2.9298
C 2.4618 1.2893 4.2673
C 2.8038 2.5651 4.6124
C 3.3052 3.4603 3.6429
C 3.4574 3.0567 2.3484
C 3.1165 1.7397 1.9571
C 3.2553 1.3105 0.6138
C 2.9389 0.0364 0.2559
C 2.4461 -0.8568 1.2257
S 1.8788 -2.4583 0.6377
O 1.0678 -2.1183 -0.6383
C 3.4007 -3.0937 -0.0140
C 4.2056 -3.8210 0.8496
C 5.4197 -4.3037 0.3888
C 5.8245 -4.0827 -0.9262
C 7.1246 -4.6346 -1.4370
C 4.9821 -3.3641 -1.7745
C 3.7692 -2.8692 -1.3313
H -7.0415 0.4892 2.1598
H -7.0451 -0.6411 3.5146
H -6.9959 -1.2520 1.8599
H -5.0367 1.6625 3.0416
H -2.5666 1.7292 3.0912
H -2.4419 -2.4474 2.1097
H -4.9111 -2.4993 2.0610
H -1.6613 -1.9256 4.6401
H -0.4397 -3.4574 6.1388
H 1.6578 -4.4736 6.8899
H 4.1008 -4.6578 6.7443
H 5.3667 -3.2853 5.1110
H 4.1914 -1.7402 3.6118
H 2.0853 0.6071 5.0186
H 2.6953 2.8931 5.6375
H 3.5716 4.4679 3.9324
H 3.8438 3.7387 1.6012
H 3.6243 2.0136 -0.1225
H 3.0613 -0.3026 -0.7647
H 3.8886 -4.0091 1.8698
H 6.0574 -4.8707 1.0553
H 7.7886 -4.9071 -0.6186
H 7.6345 -3.9116 -2.0729
H 6.9473 -5.5291 -2.0370
H 5.2795 -3.1919 -2.8026
H 3.1092 -2.3335 -2.0014
C -2.5408 2.6489 -0.3643
C -3.6553 1.6709 -0.5971
C -4.9848 2.0657 -0.5281
C -6.0127 1.1586 -0.7446
C -5.7212 -0.1637 -1.0346
C -4.4047 -0.6014 -1.1124
C -4.0698 -2.0301 -1.4240
C -3.3795 0.3283 -0.8921
N -2.0580 -0.0931 -0.9454
H -2.9330 3.6514 -0.2011
H -1.8594 2.6746 -1.2172
H -1.9425 2.3628 0.5041
H -5.2146 3.1020 -0.3110
H -7.0433 1.4866 -0.6983
H -6.5251 -0.8681 -1.2134
H -4.9742 -2.6232 -1.5504
H -3.4716 -2.4722 -0.6231
H -3.4755 -2.1063 -2.3362
F 4.9579 -1.6861 -4.9956
C 3.8703 -1.1431 -4.4088
C 4.0075 0.0363 -3.7095
C 2.8846 0.5830 -3.1013
C 1.6406 -0.0443 -3.1652
C 0.4324 0.5318 -2.4982
C 1.5503 -1.2340 -3.8940
C 2.6535 -1.7867 -4.5253
H 4.9731 0.5217 -3.6591
H 2.9772 1.5252 -2.5726
H -0.4281 0.4929 -3.1803
H 0.5644 1.5846 -2.2365
H 0.5921 -1.7352 -3.9705
H 2.5813 -2.7038 -5.0942

Computed properties:
HOMO-LUMO gap (alpha / beta)	6.62 / 6.81	eV
net charge	+1
E_LUMO (alpha / beta)	-2.863 / -2.857	eV
molar mass	942.8	g mol⁻¹

Charges per atom according to Löwdin partitioning, unit e: atom 1 (W): 1.52, atom 2 (C): -0.03, atom 3 (C): -0.24, atom 4 (C): -0.02, atom 5 (C): -0.07, atom 6 (C): -0.41, atom 7 (C): -0.07, atom 8 (C): -0.02, atom 9 (S): 1.14, atom 10 (O): -0.70, atom 11 (C): -0.28, atom 12 (C): -0.04, atom 13 (C): 0.00, atom 14 (C): -0.14, atom 15 (C): -0.02, atom 16 (C): -0.05, atom 17 (C): -0.05, atom 18 (C): -0.02, atom 19 (C): -0.10, atom 20 (C): -0.17, atom 21 (C): -0.18, atom 22 (C): -0.10, atom 23 (C): -0.01, atom 24 (C): -0.05, atom 25 (C): -0.06, atom 26 (C): -0.02, atom 27 (C): -0.14, atom 28 (C): 0.01, atom 29 (C): -0.06, atom 30 (C): -0.31, atom 31 (S): 1.13, atom 32 (O): -0.65, atom 33 (C): -0.37, atom 34 (C): -0.07, atom 35 (C): -0.02, atom 36 (C): -0.25, atom 37 (C): -0.04, atom 38 (C): 0.00, atom 39 (C): -0.05, atom 40 (H): 0.08, atom 41 (H): 0.09, atom 42 (H): 0.08, atom 43 (H): 0.13, atom 44 (H): 0.12, atom 45 (H): 0.12, atom 46 (H): 0.13, atom 47 (H): 0.11, atom 48 (H): 0.13, atom 49 (H): 0.12, atom 50 (H): 0.11, atom 51 (H): 0.11, atom 52 (H): 0.12, atom 53 (H): 0.12, atom 54 (H): 0.11, atom 55 (H): 0.11, atom 56 (H): 0.12, atom 57 (H): 0.12, atom 58 (H): 0.09, atom 59 (H): 0.11, atom 60 (H): 0.12, atom 61 (H): 0.08, atom 62 (H): 0.09, atom 63 (H): 0.09, atom 64 (H): 0.12, atom 65 (H): 0.09, atom 66 (C): -0.04, atom 67 (C): -0.22, atom 68 (C): -0.05, atom 69 (C): -0.08, atom 70 (C): -0.05, atom 71 (C): -0.22, atom 72 (C): -0.04, atom 73 (C): -0.27, atom 74 (N): -0.18, atom 75 (H): 0.08, atom 76 (H): 0.08, atom 77 (H): 0.06, atom 78 (H): 0.11, atom 79 (H): 0.11, atom 80 (H): 0.11, atom 81 (H): 0.08, atom 82 (H): 0.06, atom 83 (H): 0.08, atom 84 (F): 0.05, atom 85 (C): -0.31, atom 86 (C): 0.00, atom 87 (C): -0.07, atom 88 (C): -0.34, atom 89 (C): -0.29, atom 90 (C): -0.06, atom 91 (C): -0.01, atom 92 (H): 0.12, atom 93 (H): 0.11, atom 94 (H): 0.05, atom 95 (H): 0.05, atom 96 (H): 0.12, atom 97 (H): 0.13



Molecular formula: C4H8O
Method: DFT, ωB97M-V with the def2-TZVPD basis set

Cartesian coordinates (Å):
O -0.2240 -2.1324 0.1770
C -0.0441 -0.9427 0.1533
C -0.7428 0.2495 0.8143
C 0.3476 1.1782 0.2265
C 1.1273 -0.0601 -0.2796
H -1.1738 -1.3555 -1.3718
H -1.1789 -0.6806 -1.6770
H -0.6102 0.0553 1.8813
H -1.7943 0.4897 0.6255
H 0.8726 1.8054 0.9516
H -0.0150 1.8198 -0.5829
H 1.9343 -0.3662 0.3904
H 1.5014 -0.0604 -1.3085

Computed properties:
HOMO-LUMO gap	10.58	eV
SMILES string	O=C1CCC1.[H][H]
E_LUMO	1.047	eV
molar mass	72.1	g mol⁻¹

Charges per atom according to Löwdin partitioning, unit e: atom 1 (O): 0.04, atom 2 (C): -0.52, atom 3 (C): -0.11, atom 4 (C): -0.17, atom 5 (C): -0.10, atom 6 (H): 0.09, atom 7 (H): 0.10, atom 8 (H): 0.12, atom 9 (H): 0.11, atom 10 (H): 0.10, atom 11 (H): 0.10, atom 12 (H): 0.12, atom 13 (H): 0.12



Molecular formula: C3H4N2O2
Method: DFT, ωB97M-V with the def2-TZVPD basis set

Cartesian coordinates (Å):
C 0.2469 1.0799 -0.2185
C -1.1421 1.0163 0.1408
C -1.6817 -0.3023 0.0097
H 1.6272 -1.3062 1.3716
H 2.7266 -0.7595 -0.2449
H 0.9835 1.8861 -0.2853
H -1.8675 1.9277 0.1452
N 1.6837 -1.0890 0.2282
N 0.6425 -0.2871 -0.5814
O -2.6913 -1.1093 -0.0324
O -0.5277 -1.0565 -0.5329

Computed properties:
HOMO-LUMO gap	8.75	eV
SMILES string	Nn1ccc(=O)o1
E_LUMO	-0.697	eV
molar mass	100.1	g mol⁻¹

Charges per atom according to Löwdin partitioning, unit e: atom 1 (C): 0.02, atom 2 (C): -0.01, atom 3 (C): -0.34, atom 4 (H): 0.15, atom 5 (H): 0.16, atom 6 (H): 0.11, atom 7 (H): 0.14, atom 8 (N): -0.03, atom 9 (N): -0.18, atom 10 (O): 0.02, atom 11 (O): -0.05



Question: Among the records above, which one has the highest molar mass?
Answer: C49H41FNO2S2W



Question: Look up the molar mass of the third one.
Answer: 100.1 g mol⁻¹